Density functional theory data (ωB97M-V with the def2-TZVPD basis set) for a structure of composition C59H113Br15Hg2N6O6 at a distorted geometry.

Values from the calculation:
Molar mass   2602.329 Da
Net charge   -2
Frontier orbital gap   1.6 eV
E_HOMO   0.34 eV
LUMO level   1.9745 eV

XYZ file:
```
201
Properties=species:S:1:pos:R:3:lowdin_charge:R:1
Hg -0.936 1.713 -2.301 1.275
Hg -0.563 1.301 1.824 1.214
C 1.042 -5.767 4.294 -0.070
C 2.392 -5.473 3.583 -0.503
C 2.147 -6.342 2.359 -0.175
C 3.244 -6.275 1.293 -0.231
C 3.420 -4.882 0.844 -0.173
C 3.638 -3.859 2.023 -0.452
N 2.569 -4.103 3.066 -0.166
O 2.592 -3.132 4.137 -0.322
C 3.476 -2.456 1.389 -0.059
C 5.138 -3.910 2.500 -0.054
C 3.537 -5.988 4.504 -0.042
H 0.938 -6.836 4.477 0.063
H 0.139 -5.499 3.745 0.057
H 1.031 -5.327 5.292 0.070
H 1.234 -6.026 1.854 0.108
H 2.063 -7.418 2.511 0.109
H 3.192 -6.990 0.472 0.096
H 4.186 -6.637 1.706 0.087
H 2.480 -4.672 0.334 0.100
H 4.178 -4.711 0.080 0.107
H 4.073 -2.381 0.480 0.064
H 3.789 -1.753 2.161 0.064
H 2.439 -2.185 1.189 0.078
H 5.405 -4.948 2.697 0.045
H 5.338 -3.334 3.404 0.067
H 5.900 -3.626 1.775 0.050
H 3.981 -5.298 5.222 0.072
H 4.162 -6.563 3.820 0.049
H 3.189 -6.853 5.069 0.052
C -1.290 -1.571 -2.296 -0.049
C 0.261 -1.390 -2.369 -0.433
C 0.671 -1.309 -3.894 -0.136
C 2.078 -0.742 -4.131 -0.185
C 2.277 0.648 -3.551 -0.182
C 2.012 0.619 -2.063 -0.435
N 0.683 -0.090 -1.806 -0.192
O 0.121 0.179 -0.467 -0.364
C 1.989 2.210 -1.530 -0.015
C 3.127 -0.052 -1.313 -0.056
C 0.843 -2.698 -1.702 -0.032
H -1.832 -1.116 -1.467 0.061
H -1.645 -2.601 -2.326 0.078
H -1.655 -1.178 -3.245 0.008
H -0.071 -0.720 -4.434 0.078
H 0.490 -2.200 -4.494 0.061
H 2.448 -0.815 -5.154 0.025
H 2.813 -1.438 -3.728 0.098
H 1.694 1.442 -4.019 0.067
H 3.282 1.031 -3.730 0.096
H 2.036 2.884 -2.385 0.006
H 2.890 2.307 -0.926 0.050
H 1.114 2.461 -0.931 0.020
H 2.874 -0.308 -0.284 0.077
H 4.026 0.557 -1.222 0.015
H 3.398 -1.025 -1.721 0.069
H 0.474 -3.665 -2.044 0.021
H 0.792 -2.742 -0.614 0.069
H 1.927 -2.708 -1.824 0.058
C -1.789 3.769 -6.375 -0.026
C -1.634 3.852 -4.792 -0.462
C -2.435 5.164 -4.340 -0.114
C -3.975 4.902 -4.299 -0.192
C -4.304 3.653 -3.524 -0.122
C -3.636 2.345 -4.081 -0.480
N -2.149 2.600 -4.136 -0.201
O -1.318 1.399 -4.533 -0.328
C -4.283 1.875 -5.349 -0.074
C -3.783 1.214 -3.032 -0.068
C -0.211 4.110 -4.404 -0.098
H -1.512 2.832 -6.859 0.074
H -1.210 4.505 -6.933 0.072
H -2.841 3.800 -6.659 0.049
H -2.365 5.886 -5.153 0.099
H -2.002 5.750 -3.530 0.104
H -4.250 4.823 -5.351 0.090
H -4.517 5.790 -3.973 0.107
H -5.384 3.621 -3.667 0.119
H -4.070 3.815 -2.472 0.099
H -3.839 1.027 -5.871 0.021
H -4.433 2.723 -6.018 0.065
H -5.267 1.458 -5.138 0.079
H -4.818 1.086 -2.715 0.095
H -3.274 1.458 -2.099 0.037
H -3.401 0.243 -3.348 0.011
H 0.049 3.712 -3.423 0.046
H 0.005 5.173 -4.517 0.085
H 0.396 3.460 -5.034 0.046
C 3.409 2.115 1.822 -0.051
C 3.063 2.000 3.350 -0.446
C 3.227 3.510 3.903 -0.148
C 2.545 3.622 5.219 -0.234
C 1.154 3.068 5.224 -0.171
C 0.948 1.599 4.819 -0.439
N 1.668 1.466 3.466 -0.200
O 1.417 0.207 2.759 -0.242
C -0.581 1.446 4.653 -0.105
C 1.347 0.707 6.041 -0.020
C 4.095 1.097 3.999 -0.039
H 2.613 2.278 1.095 0.042
H 3.753 1.123 1.529 0.060
H 4.157 2.827 1.471 0.070
H 2.925 4.348 3.275 0.100
H 4.300 3.666 4.011 0.106
H 2.624 4.660 5.545 0.106
H 3.142 3.057 5.934 0.102
H 0.649 3.635 4.442 0.090
H 0.772 3.363 6.202 0.116
H -1.156 1.540 5.574 0.093
H -0.980 0.574 4.135 0.015
H -1.045 2.219 4.040 0.021
H 0.936 1.217 6.913 0.067
H 2.406 0.657 6.293 0.064
H 1.084 -0.350 6.026 0.076
H 3.599 0.161 4.255 0.084
H 4.476 1.456 4.954 0.067
H 4.916 0.810 3.343 0.074
C -1.890 -3.863 0.735 -0.029
C -2.873 -3.088 1.669 -0.455
C -3.750 -4.197 2.312 -0.154
C -3.161 -5.002 3.508 -0.185
C -3.063 -3.905 4.457 -0.207
C -2.313 -2.580 4.141 -0.402
N -2.045 -2.418 2.728 -0.180
O -1.232 -1.330 2.371 -0.226
C -0.996 -2.549 5.059 0.012
C -3.315 -1.324 4.368 -0.034
C -3.816 -2.129 0.880 -0.024
H -1.290 -4.633 1.220 0.075
H -1.140 -3.193 0.313 0.056
H -2.433 -4.352 -0.074 0.068
H -3.827 -4.904 1.487 0.097
H -4.698 -3.847 2.719 0.111
H -2.193 -5.453 3.287 0.100
H -3.851 -5.809 3.758 0.109
H -2.716 -4.445 5.338 0.105
H -3.993 -3.583 4.927 0.104
H -0.367 -1.684 4.848 0.053
H -0.473 -3.500 4.965 0.056
H -1.284 -2.430 6.103 0.066
H -3.567 -1.389 5.426 0.049
H -4.285 -1.297 3.871 0.063
H -2.794 -0.367 4.395 0.039
H -4.397 -2.781 0.227 0.072
H -3.146 -1.500 0.295 0.054
H -4.441 -1.501 1.515 0.061
C -3.813 1.547 1.713 -0.077
C -3.540 3.046 1.606 -0.429
C -3.686 3.519 3.104 -0.131
C -3.183 4.961 3.298 -0.229
C -1.802 5.202 2.727 -0.146
C -1.498 4.645 1.286 -0.417
N -2.078 3.255 1.167 -0.168
O -1.701 2.507 -0.119 -0.421
C 0.088 4.450 1.315 -0.050
C -2.084 5.623 0.208 -0.023
C -4.649 3.851 0.776 -0.020
H -3.879 1.067 0.736 0.071
H -4.693 1.258 2.289 0.086
H -2.973 1.064 2.213 0.020
H -3.079 2.989 3.838 0.105
H -4.727 3.646 3.401 0.114
H -3.176 5.224 4.355 0.104
H -3.917 5.708 2.997 0.090
H -1.204 4.812 3.552 0.101
H -1.752 6.290 2.725 0.111
H 0.662 5.319 1.636 0.071
H 0.518 4.321 0.321 0.061
H 0.523 3.838 2.105 0.042
H -2.686 5.192 -0.592 0.051
H -1.277 6.097 -0.351 0.069
H -2.762 6.347 0.659 0.067
H -4.615 3.821 -0.313 0.050
H -4.708 4.909 1.032 0.054
H -5.625 3.500 1.111 0.072
C 2.278 -3.176 -8.203 -1.440
Br 2.733 -5.141 -8.352 0.490
Br 3.632 -2.240 -7.155 0.602
Br 0.485 -2.903 -7.325 0.529
H 2.204 -2.742 -9.200 -0.027
C 2.758 5.463 -6.006 -1.440
Br 3.225 3.892 -4.829 0.599
Br 3.641 5.167 -7.761 0.507
Br 3.254 7.233 -5.186 0.505
H 1.682 5.305 -6.083 -0.057
C 1.371 -6.287 -4.867 -1.495
Br 2.374 -7.924 -5.420 0.459
Br 0.970 -6.405 -2.934 0.586
Br -0.250 -6.344 -5.963 0.483
H 1.981 -5.407 -5.071 -0.026
C 8.259 0.593 -1.098 -1.397
Br 8.065 -0.685 0.404 0.531
Br 9.991 1.675 -0.963 0.448
Br 6.580 1.808 -1.208 0.492
H 8.190 -0.068 -1.962 -0.037
C -4.583 -2.054 -7.150 -1.436
Br -3.680 -1.647 -5.389 0.631
Br -6.055 -0.858 -7.817 0.515
Br -5.141 -3.963 -7.053 0.490
H -3.750 -2.110 -7.850 -0.040
```

***

Density functional theory data (ωB97M-V with the def2-TZVPD basis set) for a cluster of 9 separate species, C59H151N6O7P2 in total at a distorted geometry.

Values from the calculation:
Molar mass   1118.840 Da
Net charge   +6
Multiplicity   2
Frontier orbital gap (alpha / beta)   3.0 / 7.8 eV
E_HOMO (alpha / beta)   -14.23 / -19.04 eV
LUMO level (alpha / beta)   -11.2843 / -11.2902 eV

XYZ file:
```
225
Properties=species:S:1:pos:R:3:lowdin_charge:R:1
C -0.560 -2.389 -1.421 -0.059
C -1.702 -1.273 -1.390 -0.611
C -1.003 0.040 -1.014 -0.083
O -2.475 -1.238 -2.518 -0.330
H -0.818 -3.285 -1.985 0.024
H -0.191 -2.682 -0.438 0.055
H 0.242 -1.990 -2.042 0.053
H -2.350 -1.527 -0.551 0.080
H -0.102 0.193 -1.607 0.071
H -0.735 0.089 0.042 0.037
H -1.669 0.875 -1.233 0.070
C -4.110 -1.302 1.837 -0.052
C -5.201 -0.279 2.081 -0.270
C -5.244 0.901 1.016 -0.164
O -6.164 1.838 1.526 -0.194
C -6.325 3.002 0.680 -0.047
N -6.510 -0.997 2.102 0.253
H -7.272 -0.335 2.121 0.174
H -6.663 -1.590 1.299 0.173
H -6.567 -1.618 2.896 0.179
H -4.095 -2.218 2.428 0.079
H -3.146 -0.798 1.908 0.079
H -4.175 -1.673 0.814 0.084
H -5.053 0.152 3.071 0.154
H -5.646 0.564 0.061 0.114
H -4.325 1.389 0.691 0.118
H -6.381 3.918 1.268 0.094
H -7.269 2.901 0.145 0.107
H -5.436 3.335 0.143 0.093
C -2.613 -5.328 -3.087 -0.015
C -1.631 -4.829 -4.238 -0.270
C -1.676 -5.732 -5.542 -0.170
O -1.242 -6.991 -5.080 -0.206
C -1.458 -7.980 -6.033 -0.106
N -1.983 -3.423 -4.673 0.169
H -1.980 -2.797 -3.881 0.061
H -1.307 -3.035 -5.315 0.077
H -2.863 -3.359 -5.164 0.057
H -2.524 -4.723 -2.184 0.053
H -2.310 -6.324 -2.767 0.082
H -3.665 -5.336 -3.374 0.081
H -0.599 -4.715 -3.908 0.106
H -0.871 -5.335 -6.161 0.129
H -2.657 -5.748 -6.015 0.135
H -0.971 -8.927 -5.799 0.101
H -1.082 -7.724 -7.023 0.100
H -2.518 -8.187 -6.184 0.102
C 3.476 -4.455 -2.430 -0.008
C 2.903 -5.878 -2.096 -0.261
C 1.656 -6.185 -2.947 -0.199
O 1.885 -5.837 -4.297 -0.164
C 2.239 -6.999 -5.056 -0.063
N 3.955 -6.969 -2.273 0.240
H 3.559 -7.898 -2.243 0.173
H 4.447 -6.836 -3.145 0.159
H 4.670 -6.926 -1.561 0.172
H 3.952 -4.528 -3.408 0.094
H 4.264 -4.239 -1.708 0.060
H 2.748 -3.652 -2.314 0.087
H 2.772 -6.051 -1.028 0.150
H 0.918 -5.500 -2.531 0.114
H 1.266 -7.172 -2.695 0.144
H 1.367 -7.650 -5.108 0.084
H 3.061 -7.663 -4.792 0.089
H 2.333 -6.670 -6.091 0.112
C -1.311 -2.890 2.918 -0.049
C -0.565 -3.783 3.878 -0.293
C -0.184 -2.989 5.128 -0.196
O 0.512 -3.827 6.047 -0.188
C 0.880 -3.184 7.282 -0.046
N -1.443 -4.952 4.355 0.260
H -0.999 -5.471 5.098 0.171
H -2.409 -4.693 4.500 0.173
H -1.433 -5.591 3.572 0.166
H -2.039 -2.257 3.424 0.077
H -1.617 -3.485 2.058 0.096
H -0.645 -2.158 2.461 0.084
H 0.330 -4.246 3.463 0.163
H -1.159 -2.677 5.502 0.135
H 0.470 -2.147 4.904 0.142
H 1.285 -2.209 7.008 0.089
H 1.479 -3.878 7.872 0.112
H 0.062 -2.876 7.932 0.094
C -6.698 -0.578 -2.702 -0.046
C -6.424 -1.425 -3.980 -0.224
C -7.191 -0.861 -5.227 -0.220
O -8.543 -1.032 -5.128 -0.160
C -9.074 -2.288 -5.333 -0.098
N -4.860 -1.418 -4.336 0.211
H -4.252 -1.420 -3.529 0.064
H -4.713 -2.247 -4.894 0.071
H -4.704 -0.535 -4.799 0.104
H -6.044 -0.908 -1.894 0.044
H -7.652 -0.772 -2.211 0.092
H -6.540 0.490 -2.845 0.088
H -6.793 -2.429 -3.768 0.134
H -6.958 -1.345 -6.175 0.132
H -7.135 0.225 -5.304 0.142
H -8.485 -2.923 -5.995 0.096
H -10.105 -2.286 -5.685 0.114
H -9.034 -2.869 -4.412 0.083
C -0.423 1.889 -6.830 -0.009
C -0.356 1.340 -5.374 -0.249
C -0.388 2.414 -4.235 -0.188
O 0.933 2.945 -4.097 -0.143
C 0.932 3.670 -2.873 -0.105
N -1.465 0.301 -5.013 0.179
H -1.364 -0.468 -5.659 0.068
H -1.416 0.015 -4.045 0.080
H -2.411 0.642 -5.108 0.113
H 0.610 2.104 -7.103 0.099
H -1.000 2.808 -6.933 0.093
H -0.827 1.176 -7.549 0.082
H 0.474 0.658 -5.190 0.133
H -0.815 2.097 -3.283 0.098
H -1.002 3.234 -4.607 0.132
H 1.950 3.908 -2.566 0.099
H 0.707 3.064 -1.996 0.051
H 0.269 4.533 -2.809 0.105
C 8.825 3.428 -3.316 -0.087
C 7.619 2.803 -2.639 -0.268
C 7.900 1.411 -2.077 -0.225
C 6.640 0.729 -1.483 -0.252
P 6.703 -1.084 -1.046 1.059
C 7.968 -1.335 0.379 -0.210
C 7.602 -0.417 1.570 -0.242
C 8.259 -0.840 2.933 -0.245
C 9.743 -0.487 3.037 -0.094
C 5.052 -1.769 -0.634 -0.271
C 4.207 -0.935 0.343 -0.238
C 2.693 -1.240 0.344 -0.252
C 1.869 -0.252 1.147 -0.112
C 7.405 -1.922 -2.496 -0.257
C 6.603 -1.864 -3.836 -0.217
C 6.679 -0.634 -4.779 -0.244
C 7.980 -0.314 -5.479 -0.092
H 9.016 2.894 -4.247 0.080
H 9.674 3.622 -2.661 0.089
H 8.577 4.457 -3.579 0.084
H 6.800 2.747 -3.356 0.108
H 7.297 3.477 -1.845 0.114
H 8.709 1.531 -1.356 0.126
H 8.206 0.747 -2.886 0.072
H 5.829 0.641 -2.206 0.083
H 6.322 1.239 -0.573 0.085
H 8.929 -1.125 -0.090 0.096
H 8.083 -2.407 0.540 0.097
H 6.549 -0.542 1.822 0.069
H 7.688 0.648 1.354 0.111
H 8.068 -1.902 3.086 0.108
H 7.779 -0.211 3.683 0.107
H 10.411 -1.203 2.559 0.080
H 9.962 -0.446 4.104 0.081
H 9.887 0.540 2.701 0.081
H 5.144 -2.684 -0.050 0.100
H 4.560 -1.957 -1.589 0.063
H 4.389 0.114 0.109 0.102
H 4.643 -1.093 1.329 0.103
H 2.537 -2.136 0.945 0.102
H 2.313 -1.410 -0.664 0.092
H 0.842 -0.618 1.147 0.029
H 1.906 0.739 0.695 0.081
H 2.192 -0.191 2.186 0.086
H 7.411 -2.977 -2.225 0.094
H 8.416 -1.523 -2.582 0.102
H 5.565 -2.076 -3.580 0.071
H 6.805 -2.778 -4.393 0.113
H 6.513 0.275 -4.202 0.074
H 5.867 -0.812 -5.485 0.114
H 8.364 -1.074 -6.160 0.086
H 8.794 -0.084 -4.791 0.067
H 7.863 0.571 -6.103 0.089
C -6.633 3.859 7.020 -0.094
C -5.724 2.928 6.250 -0.270
C -4.671 3.663 5.431 -0.257
C -3.401 3.961 6.205 -0.263
P -2.106 4.632 5.147 1.038
C -1.287 3.518 3.914 -0.251
C -2.246 2.943 2.926 -0.274
C -1.413 2.258 1.842 -0.266
C -0.675 3.284 0.965 -0.068
C -2.636 6.134 4.331 -0.261
C -3.087 7.234 5.316 -0.251
C -3.886 8.334 4.734 -0.231
C -3.103 9.070 3.562 -0.090
C -0.760 5.273 6.290 -0.245
C 0.310 6.273 5.779 -0.230
C 0.540 7.526 6.670 -0.254
C 1.370 7.186 7.919 -0.085
H -7.248 3.230 7.664 0.086
H -7.425 4.327 6.436 0.086
H -6.155 4.635 7.618 0.085
H -6.383 2.295 5.656 0.102
H -5.172 2.243 6.893 0.107
H -5.225 4.543 5.105 0.121
H -4.444 3.096 4.528 0.074
H -2.872 3.198 6.776 0.107
H -3.615 4.616 7.049 0.113
H -0.751 2.736 4.452 0.111
H -0.556 4.196 3.472 0.093
H -2.912 3.724 2.559 0.111
H -2.932 2.233 3.388 0.092
H -2.160 1.704 1.274 0.063
H -0.718 1.522 2.244 0.104
H -0.163 2.806 0.130 0.044
H 0.115 3.601 1.647 0.073
H -1.280 4.103 0.576 0.095
H -3.323 5.822 3.545 0.098
H -1.741 6.417 3.777 0.090
H -2.342 7.714 5.951 0.108
H -3.812 6.853 6.035 0.109
H -4.120 9.066 5.508 0.128
H -4.729 8.010 4.126 0.109
H -2.951 8.648 2.568 0.066
H -2.055 9.156 3.851 0.061
H -3.449 10.101 3.482 0.080
H -0.295 4.396 6.740 0.092
H -1.244 5.758 7.137 0.098
H 0.165 6.592 4.747 0.093
H 1.242 5.713 5.850 0.102
H -0.417 8.028 6.810 0.091
H 1.088 8.338 6.193 0.116
H 0.925 6.430 8.566 0.072
H 1.349 8.158 8.413 0.088
H 2.363 6.841 7.630 0.083
```